Record 1
{
  "formula": "C6H10ClN",
  "method": "wB97M-V/def2-TZVPD",
  "homo_lumo_gap_ha": 0.3774,
  "charge": 0,
  "lumo_ev": 0.88,
  "elements": ["H", "H", "H", "N", "H", "H", "C", "C", "H", "Cl", "H", "H", "C", "H", "C", "H", "C", "C"],
  "xyz": [[-2.218903, -0.882883, 1.563413], [-0.493465, 0.493156, -1.969270], [0.596784, 2.128084, 0.334284], [2.055383, -0.904534, -0.359952], [0.321986, -1.580046, -1.294006], [-1.011192, 2.198085, -0.401046], [-1.641540, -0.509519, 0.732217], [0.292075, 0.600224, -1.205393], [-0.687435, 0.965394, 2.059506], [-2.678503, -0.505852, -0.705879], [1.202419, 1.014344, -1.669860], [2.327103, -0.199248, 0.289750], [-0.192937, -0.815977, 0.712423], [2.251380, -1.803497, 0.061941], [-0.214120, 1.510190, -0.060200], [0.146166, -1.509350, 1.448373], [-0.670622, 0.575270, 1.050538], [0.615414, -0.773844, -0.586835]],
  "atomic_forces_ev_per_a": [[0.074, -0.109, 0.041], [0.431, 0.074, 0.243], [-0.037, 0.008, -0.043], [-0.484, -0.448, -0.456], [0.084, 0.387, 0.508], [0.316, -0.349, 0.183], [-0.509, 0.189, -0.145], [-0.023, 0.249, -0.246], [0.027, -0.067, 0.040], [0.121, 0.031, 0.024], [-0.428, -0.196, 0.032], [0.442, 0.521, 0.577], [0.222, -0.199, -0.507], [0.118, -0.019, 0.061], [-0.204, 0.069, -0.106], [0.239, -0.347, 0.492], [-0.003, 0.417, -0.194], [-0.386, -0.209, -0.502]],
  "mulliken_charge": [0.396, 0.319, 0.346, -0.713, 0.318, 0.290, -0.274, -1.128, 0.375, -0.227, 0.459, 0.262, -0.406, 0.258, -0.654, 0.333, -0.323, 0.370]
}


Record 2
{
  "formula": "C6H10ClN2O",
  "method": "wB97M-V/def2-TZVPD",
  "homo_lumo_gap_ha": [0.2448, 0.2500],
  "charge": 1,
  "lumo_ev": [-4.55, -4.69],
  "elements": ["C", "O", "H", "H", "H", "H", "H", "C", "C", "H", "C", "C", "N", "Cl", "H", "H", "C", "H", "N", "H"],
  "xyz": [[4.467011, 0.155253, -0.073451], [3.235080, 0.471738, 0.507789], [-3.536458, -1.116792, -0.499796], [-2.324453, -2.331436, -0.305365], [2.357182, -1.249614, 0.022226], [5.118983, 1.086735, -0.008049], [-3.868764, 1.811356, 0.465365], [2.229139, -0.309302, 0.470164], [0.436176, 0.535345, -0.090766], [-3.688618, 2.023199, -1.354151], [-2.708691, -1.441418, 0.143563], [-3.329475, 1.648673, -0.396318], [-2.337204, 0.873633, -0.415753], [0.065073, 2.114642, 0.303892], [-3.027333, -1.792488, 1.132664], [4.365244, 0.065960, -1.085370], [-1.852522, -0.228816, 0.057145], [-0.174242, -1.301072, 0.478966], [-0.510460, -0.384403, 0.165838], [5.084331, -0.631192, 0.481407]],
  "atomic_forces_ev_per_a": [[3.722, 1.225, 2.408], [-0.925, 0.858, 1.008], [-0.415, -0.762, 0.592], [0.862, -0.317, -0.561], [0.047, -1.532, -0.896], [-0.982, -0.989, 0.326], [-1.176, 0.643, 2.033], [-3.477, 2.712, -0.178], [4.732, -1.347, 0.619], [0.241, 0.487, 0.207], [-1.381, 0.412, -0.360], [1.080, -1.222, -2.022], [-1.123, 0.503, -0.821], [0.428, 0.825, 0.188], [-0.070, 0.793, -0.003], [-0.405, -1.143, -2.684], [2.389, -1.129, 0.753], [-0.302, 0.449, -0.440], [-1.866, -1.143, 0.741], [-1.379, 0.677, -0.913]],
  "mulliken_charge": [-0.737, -0.197, 0.348, 0.367, 0.382, 0.251, 0.338, -0.197, 0.025, 0.276, -1.131, -0.286, -0.304, -0.099, 0.304, 0.423, 0.747, 0.291, -0.102, 0.300]
}


Record 3
{
  "formula": "C6H10ClN2O2",
  "method": "wB97M-V/def2-TZVPD",
  "homo_lumo_gap_ha": 0.3050,
  "charge": 1,
  "lumo_ev": -5.67,
  "elements": ["O", "O", "N", "H", "C", "H", "H", "C", "H", "H", "H", "Cl", "C", "H", "C", "H", "C", "H", "C", "N", "H"],
  "xyz": [[2.768153, -0.461740, 0.319998], [-1.847624, -3.048850, -0.174262], [-0.756453, -1.063697, 0.505783], [1.355807, 0.922770, -2.163247], [-1.532299, 1.349006, 0.702305], [2.660292, 1.523841, -0.263182], [3.031146, 0.720308, -2.200600], [0.019630, 1.754009, 0.572206], [-1.945712, 2.034619, 1.492264], [2.646849, -1.302203, -0.100565], [-1.749186, -0.356677, 2.115879], [-2.298497, 1.610106, -0.959713], [0.898490, 0.944177, 0.097887], [0.301053, 2.782715, 0.884161], [-1.761445, -0.170600, 1.008366], [0.237678, -2.633200, -0.418720], [2.083611, 0.443712, -0.370606], [-2.756785, -2.746833, 0.110870], [-0.795002, -2.190420, -0.045521], [2.141496, 0.345939, -1.808004], [-2.701202, -0.456976, 0.694709]],
  "atomic_forces_ev_per_a": [[0.645, -0.218, 1.201], [0.106, 0.638, 0.040], [1.622, 2.152, -1.069], [0.812, -0.690, -0.248], [0.968, -0.309, -0.571], [-1.280, -1.286, 0.899], [-0.940, -0.535, 0.503], [-1.507, -0.416, 0.131], [-0.018, -0.804, -1.116], [0.046, -1.039, -0.435], [-0.039, 0.614, -0.698], [0.545, 0.349, 1.194], [-2.296, 0.926, 1.934], [-0.166, -0.773, -0.265], [1.962, -0.149, 2.431], [-2.646, 0.573, 0.622], [2.758, 2.351, -2.216], [1.637, 0.024, -0.275], [0.437, -1.487, -0.144], [-0.365, 0.228, -1.074], [-2.282, -0.150, -0.843]],
  "mulliken_charge": [-0.459, -0.471, -0.193, 0.284, 0.010, 0.273, 0.267, -0.435, 0.445, 0.397, 0.332, -0.152, -0.098, 0.369, -0.895, 0.212, 0.595, 0.361, 0.226, -0.590, 0.522]
}


no.,F_max (Eh/bohr)
1,0.017
2,0.096
3,0.083